# 1
C66H96Cl18N12 | ωB97M-V/def2-TZVPD

**Calculated total energy**: -11513.01568 Ha
**Gap between HOMO and LUMO**: 7.85 eV
**Charge**: 0
**LUMO**: 0.1 eV

Structure (XYZ):
```
192
Properties=species:S:1:pos:R:3:mulliken_charge:R:1
Cl -1.0214 1.7672 8.2924 -0.22
Cl 2.8720 -4.7267 4.8755 -0.22
Cl -0.1468 2.6890 -3.4186 -0.08
Cl -3.3966 3.7241 -2.7767 -0.02
Cl 0.3145 -6.8730 4.0268 -0.22
Cl -0.2039 -5.3848 0.0939 -0.24
Cl -1.5071 -1.3747 -4.4969 0.10
Cl 2.7806 -1.3954 -4.3861 0.11
Cl 3.9274 0.4068 -6.9436 -0.21
Cl 7.6273 -1.3890 -3.0238 -0.20
Cl -1.3687 -0.2073 -7.6969 -0.21
Cl -1.0163 -4.8272 -3.0857 -0.20
Cl -1.5919 -1.8667 2.8131 0.13
Cl -4.0324 0.4479 5.6236 -0.26
Cl 0.7023 2.2198 5.3277 -0.04
Cl -0.8242 -2.8260 6.5805 -0.17
Cl 5.3604 -3.8562 -3.8361 -0.15
Cl 1.8177 -1.0748 5.5970 0.05
N 1.5890 -0.5535 0.2387 2.08
N -4.4841 3.0627 1.8796 0.26
N 3.3118 -6.4960 -7.2600 0.00
N 2.7325 2.1213 -0.9636 1.43
N 4.3663 -0.3890 1.7601 0.93
N -6.6945 0.5244 -2.8419 0.26
N -6.8619 2.7864 -0.1785 0.28
N 7.3569 -2.2067 2.3901 -0.03
N -5.2781 -2.2929 -0.4196 0.27
N -2.9442 5.8211 0.9126 0.14
N -0.1235 3.7554 0.0539 1.50
N 3.9860 1.2797 4.4695 0.34
C 2.7047 -4.6118 -6.1843 0.15
C 0.3951 5.8040 0.6583 -1.15
C -8.4155 3.2891 -1.6707 -0.80
C -5.0874 6.2270 0.6556 -0.28
C -1.9381 -1.8346 -7.1533 -0.63
C 0.2012 3.5026 6.5122 -0.68
C 1.6637 -4.5039 3.5274 0.13
C -4.1987 -3.1782 -0.3495 -0.59
C -4.1011 1.1848 0.7314 0.11
C 0.2634 -1.8825 7.6928 -0.13
C 5.3214 1.0006 4.5224 -0.48
C -6.5149 -1.5015 -3.7087 -0.73
C 3.1022 1.0679 -5.4071 -0.42
C -8.8996 2.2973 -0.8063 -0.88
C 6.0658 -2.6676 -4.9022 -0.37
C -3.4380 6.0200 2.1699 -0.66
C 0.0829 3.7157 1.4060 -0.15
C 3.8961 -1.5982 2.1934 -0.58
C -5.9004 -2.2830 0.8373 -0.60
C 0.3363 -5.1158 3.8235 0.47
C -0.4603 0.2332 0.2515 -0.49
C 0.3527 5.0081 1.8447 -0.75
C 0.0968 5.0119 -0.4123 -0.81
C -3.0004 -1.3570 3.8483 0.00
C 3.6948 2.2209 3.4956 -0.72
C 0.1965 -3.9113 -2.1467 0.22
C 7.8940 -3.4665 2.4386 -0.45
C 1.6512 -1.8001 7.2155 -0.77
C -5.1858 2.0727 2.5160 -1.47
C 8.8813 -3.4802 3.3886 -0.69
C -4.7752 6.2897 2.0681 -0.97
C 2.0521 0.1788 -4.8836 0.19
C 3.1752 3.2800 -0.4648 -0.60
C 8.0051 -1.3984 3.2793 -0.03
C 3.5423 -5.4418 -8.1219 -0.56
C 0.6525 0.0406 1.0311 -1.47
C -7.4131 -0.5119 -3.3622 -0.67
C 4.8939 2.5366 2.9193 -0.40
C 5.9232 1.7834 3.5758 -0.76
C -4.9590 0.9278 1.7963 -0.58
C -5.1991 -1.0071 -3.3630 -0.87
C 4.8952 -1.8642 0.1822 -1.08
C 4.4976 3.3992 -0.8313 -1.34
C 3.6922 1.5121 -1.7336 -0.62
C -5.2343 -3.1117 1.6556 -0.67
C -0.1675 -0.1557 -1.0482 -0.18
C -4.1818 -3.7227 0.9135 -0.98
C -2.6082 -1.8321 -5.8344 -0.59
C 8.9998 -2.1298 3.8481 -0.67
C -7.1836 3.6248 -1.2153 -0.57
C -7.9358 2.0263 0.1136 -0.20
C 2.7945 -6.0028 -6.0791 -0.83
C -3.7676 2.5289 0.8028 -0.96
C 4.2077 -2.5321 1.2405 -0.53
C 4.8050 2.3114 -1.6552 -0.81
C -3.9619 5.9372 0.0154 -0.81
C 3.1642 -4.3099 -7.4891 -0.70
C -1.6349 2.2794 -4.2861 0.09
C -2.7049 3.3741 -4.3596 -0.81
C -1.1287 3.1411 7.0837 -0.32
C -5.3788 0.2411 -2.8020 -0.08
C -0.1007 -3.7748 -0.7179 0.99
C -2.7807 0.0222 4.4198 0.44
C 6.2861 -1.3454 -4.2770 0.28
C 5.0223 -0.5663 0.5254 -0.45
C 1.1165 -0.6764 -1.0596 -1.50
H 1.1476 -4.4299 -2.2901 0.41
H -7.9675 1.3512 0.9499 0.43
H -3.8096 0.4016 0.0541 1.27
H -5.5418 -3.1517 2.6815 0.57
H -3.2206 -2.1054 4.5881 0.46
H -2.9794 -2.8349 -5.5962 0.36
H 2.6507 -6.6579 -5.2396 0.41
H -1.9761 5.5744 0.7335 0.54
H 3.9669 1.1649 -4.7404 0.08
H 1.5697 0.6559 -4.0279 -0.49
H -5.6399 -1.7461 -1.1953 0.31
H 1.8709 1.6423 -0.7946 -0.41
H 5.4004 -0.9450 -3.7862 -0.49
H -1.8022 0.0267 4.9038 0.20
H -6.8351 -2.3785 -4.2528 0.43
H 2.4677 -0.8690 0.6146 -0.28
H -1.2863 1.9661 -5.2803 0.34
H -0.4333 3.0017 -0.5547 -0.39
H -0.4009 -4.8775 3.0600 -0.13
H 0.5860 6.8593 0.5939 0.49
H 2.1204 -2.7708 7.1234 0.27
H -1.5816 3.9861 7.5878 0.39
H 6.5362 -2.0031 1.8398 0.65
H 5.1867 4.1668 -0.4964 0.45
H -2.7741 6.0218 3.0145 0.41
H -0.1195 5.2268 -1.4316 0.44
H -3.4336 -1.1281 -5.8644 0.28
H -6.4482 4.2577 -1.6762 0.34
H 7.8529 -0.3475 3.4076 0.20
H -4.2283 -1.4797 -3.4437 0.75
H 0.6177 -3.1548 -0.1812 -0.47
H -9.8536 1.8010 -0.7725 0.43
H -2.3457 4.2965 -4.8207 0.40
H -4.3644 4.0298 2.1874 0.20
H 3.5583 -7.4676 -7.4435 0.21
H 2.6497 2.0556 -5.5686 0.48
H 0.0464 2.7745 1.9516 0.16
H 3.5607 0.5927 -2.2804 0.69
H -0.1775 -0.9024 7.8801 -0.08
H 3.2939 -3.3611 -7.9636 0.46
H 2.1590 -4.8755 2.6348 0.34
H -8.8511 3.7779 -2.5279 0.44
H -3.7694 5.7492 -1.0194 0.65
H 3.9632 -5.5710 -9.0974 0.42
H 0.5639 5.3128 2.8575 0.52
H -7.1612 1.3839 -2.6004 0.23
H -1.0176 -3.2277 -0.5211 -0.20
H 3.7786 -3.5170 1.3127 0.37
H 2.5889 3.8510 0.2294 0.58
H 1.2327 0.0222 -5.5805 0.41
H -3.4221 -4.3866 1.2651 0.58
H 3.3034 0.9527 5.1496 0.07
H 2.6833 2.5358 3.2608 0.19
H -2.9140 0.7700 3.6305 -0.35
H -1.0589 -2.4873 -7.1801 0.31
H -1.8631 2.8285 6.3565 0.16
H 4.9252 3.2677 2.1315 0.59
H 5.2286 -2.1894 -0.7843 0.43
H -3.5710 -3.3117 -1.2179 0.68
H -2.0441 1.3545 -3.8682 -0.30
H 7.0505 -3.0436 -5.1830 0.48
H -3.8536 -1.3389 3.1772 -0.53
H 0.1866 -2.3165 8.6842 0.40
H 4.3353 0.4420 2.3209 0.11
H 7.0044 1.8215 3.5292 0.51
H 0.8439 0.2156 2.0798 0.85
H -5.4491 0.0126 2.0551 0.42
H 1.5473 -3.4292 3.4026 -0.31
H -4.5843 0.8435 -2.3786 0.29
H 5.7380 2.0274 -2.1203 0.57
H -5.9866 2.7816 0.3379 0.66
H -1.3732 0.6746 0.6335 0.26
H 3.3546 -1.6078 3.1402 0.31
H 9.3810 -4.3930 3.6856 0.39
H -2.6455 -2.2290 -7.8955 0.42
H 5.4876 -2.5425 -5.8181 0.09
H -5.8018 2.2523 3.3793 0.51
H -0.8832 -0.1604 -1.8563 0.05
H 0.3066 -2.9176 -2.5773 -0.42
H 0.1455 4.4458 5.9503 0.28
H 6.5546 -0.6249 -5.0491 0.39
H 0.0285 -4.6493 4.7505 -0.04
H 5.7910 0.4351 5.3162 0.48
H 2.4725 -3.9194 -5.3998 0.42
H 0.9572 3.5765 7.2929 0.36
H -6.7907 -1.6907 0.9514 0.55
H 5.4806 0.2151 -0.0580 0.46
H -6.0122 6.3417 0.1344 0.54
H 2.2563 -1.2346 7.9104 0.38
H -5.3694 6.5333 2.9371 0.43
H -3.5169 2.9417 -4.9388 0.38
H -8.4265 -0.4600 -3.6706 0.45
H 1.6592 -1.2035 -1.8209 0.58
H 9.6368 -1.6315 4.5602 0.40
H -3.1518 3.2468 0.3037 -0.02
H 7.4902 -4.2782 1.8508 0.37
```

# 2
C3H6Cl3P | ωB97M-V/def2-TZVPD

**Calculated total energy**: -1839.71299 Ha
**Multiplicity**: 3
**Energy relative to the best compared isomer or geometry (same formula, charge and spin)**: 0.400 eV
**Gap between HOMO and LUMO (alpha / beta)**: 8.04 / 5.44 eV
**Charge**: 0
**LUMO (alpha / beta)**: 0.7 / -4.4 eV

Structure (XYZ):
```
13
Properties=species:S:1:pos:R:3:lowdin_spin:R:1
Cl -3.4990 1.0286 0.8070 0.14
Cl -2.0463 -2.6212 -0.1413 1.01
Cl -0.5992 2.4904 -0.6275 0.18
P -2.4728 0.6493 -0.8336 0.66
C -0.6521 0.4919 -0.3682 0.02
C 0.3873 -0.0876 -1.3447 0.00
C -0.4481 0.3586 1.1133 0.00
H -0.4706 -0.6911 1.2706 0.00
H -1.2640 0.6137 1.7356 0.00
H 0.4424 0.8086 1.6511 0.00
H 1.3153 0.3382 -1.1623 0.00
H -0.0327 -0.1140 -2.2658 0.00
H 0.4412 -1.1188 -1.1986 0.00
```

# 3
C16H9Cl5N3NiO | ωB97M-V/def2-TZVPD

**Calculated total energy**: -4663.73151 Ha
**Multiplicity**: 3
**Gap between HOMO and LUMO (alpha / beta)**: 7.93 / 6.66 eV
**Charge**: +1
**LUMO (alpha / beta)**: -3.3 / -4.6 eV

Structure (XYZ):
```
35
Properties=species:S:1:pos:R:3:lowdin_spin:R:1
Ni -0.3078 0.0502 0.0077 1.69
Cl -2.6549 -6.3441 0.0241 0.00
Cl 0.0259 -4.7071 0.0221 0.00
Cl -2.6525 -0.1745 -0.0249 0.05
Cl -5.4024 -4.8551 0.0033 0.00
Cl -5.4246 -1.7038 -0.0195 0.00
O -0.3855 -1.8224 -0.0043 0.11
N 2.0749 2.3185 0.0596 0.00
N 1.7390 -0.0262 0.0247 0.05
N -0.2845 2.0948 0.0303 0.03
C 3.9498 0.8801 -0.0050 0.00
C -1.5020 -3.9195 0.0094 0.01
C 4.4961 -0.3779 -0.0303 0.00
C 2.2956 -1.2664 0.0034 0.00
C 0.7398 4.2595 -0.0013 0.00
C 0.8146 2.8588 0.0278 0.01
C -1.4876 2.7352 0.0128 0.00
C -3.9533 -2.5851 -0.0092 0.00
C -2.6964 -4.6324 0.0108 0.00
C -2.7437 -1.9136 -0.0115 0.01
C -1.6354 4.0888 -0.0116 0.00
C 3.6481 -1.4809 -0.0212 0.00
C -3.9320 -3.9724 0.0015 0.01
C 2.5623 1.0211 0.0245 0.00
C -0.4805 4.8751 -0.0239 0.00
C -1.5042 -2.5265 -0.0021 0.00
H -2.3691 2.1162 0.0210 0.00
H 1.6551 4.8367 -0.0100 0.00
H 4.0312 -2.4903 -0.0352 0.00
H 4.5774 1.7620 -0.0118 0.00
H 5.5701 -0.5026 -0.0609 0.00
H 1.6012 -2.0888 0.0048 0.00
H -2.6234 4.5248 -0.0228 0.00
H 2.8039 3.0133 0.0726 0.00
H -0.5450 5.9544 -0.0548 0.00
```

# 4
C3H4Cl2 | ωB97M-V/def2-TZVPD

**Calculated total energy**: -1036.99973 Ha
**Energy relative to the best compared isomer or geometry (same formula, charge and spin)**: 1.959 eV
**Gap between HOMO and LUMO**: 10.74 eV
**Charge**: 0
**LUMO**: 0.9 eV

Structure (XYZ):
```
9
Properties=species:S:1:pos:R:3:mulliken_charge:R:1
Cl 0.5268 1.4722 1.8603 -0.19
Cl 1.1500 -1.0834 -1.7856 -0.22
C -0.7636 -0.1730 -0.1972 -0.35
C 0.4553 -0.7092 -0.1197 0.00
C 0.3119 0.7903 0.2928 -0.45
H -1.2989 0.1293 -1.1090 0.25
H 0.6637 -1.2860 0.7807 0.33
H 0.6039 1.5325 -0.2652 0.43
H -1.6491 -0.6727 0.5428 0.19
```